No. 1
Computed, not measured: C26H39BrN5O3Ti as an isolated structure in a non-equilibrium geometry, with the ωB97M-V functional and the def2-TZVPD basis.

The geometry in XYZ format:
```
75
Properties=species:S:1:pos:R:3:forces:R:3:mulliken_spin:R:1
Br -4.464 3.631 -3.535 0.0 0.1 0.0 0.0003
Ti 0.873 0.031 0.933 2.4 -1.2 -0.6 1.1337
O 1.386 0.804 -0.695 0.6 1.2 -1.2 0.0373
O -0.946 0.045 1.093 -3.6 0.4 -0.1 0.0682
O -2.949 -0.009 2.051 -0.2 -0.2 0.3 0.0352
N 0.791 1.828 1.986 -0.3 0.9 1.0 -0.0572
N -1.046 -1.197 -1.636 0.1 -0.4 -0.1 0.0225
N -2.640 -1.862 -3.900 0.1 0.2 0.2 -0.0004
N 3.301 2.031 -0.299 -0.2 0.1 0.0 0.1159
N 0.154 1.711 3.173 -0.1 0.2 0.0 0.0441
C 0.021 2.891 3.800 0.1 0.0 0.1 0.0314
C 0.117 -1.642 3.809 -0.1 0.1 -0.1 -0.0089
C -0.427 -1.555 -2.891 -0.2 0.1 0.1 0.0140
C -2.386 -1.719 -1.474 0.2 0.0 -0.1 0.0095
C -1.872 2.001 -0.757 0.1 0.2 -0.2 -0.0191
C 1.079 3.123 1.884 0.1 0.1 0.0 0.0247
C 4.279 -0.867 0.900 0.0 0.1 -0.1 -0.0052
C 2.967 -0.101 3.664 -0.1 0.0 0.0 -0.0269
C -0.317 -3.136 1.143 -0.1 0.1 0.0 -0.0219
C -4.086 1.405 -0.071 -0.3 0.0 -0.1 0.0024
C -4.621 2.117 -1.138 -0.1 -0.1 0.2 -0.0015
C -3.301 -1.365 -2.636 0.0 0.0 0.0 0.0004
C 1.041 -1.529 2.632 0.2 -0.2 0.1 -0.0650
C -2.194 0.388 1.186 0.4 0.2 0.1 -0.0126
C -2.391 2.724 -1.827 0.2 -0.1 0.1 0.0049
C 2.280 -0.844 2.556 0.3 -0.4 0.3 -0.0186
C 2.330 1.564 -1.157 -0.3 -0.2 0.0 0.4206
C -3.761 2.745 -2.022 0.0 0.0 -0.1 0.0032
C -2.713 1.306 0.101 0.1 -0.2 0.0 -0.0018
C 2.852 -1.122 1.289 0.3 -0.3 0.3 0.0243
C 0.845 -2.228 1.404 0.1 -0.2 0.1 0.1165
C 1.962 -1.968 0.574 0.3 -0.4 0.3 0.0571
C 0.617 3.836 3.002 0.1 0.1 -0.1 -0.0051
C -1.295 -1.205 -4.097 0.1 0.0 0.0 -0.0007
C 2.304 -2.626 -0.726 -0.1 0.1 -0.1 0.0112
C 2.319 2.043 -2.564 -0.1 -0.1 -0.1 -0.0118
H -0.469 2.971 4.758 0.0 0.0 -0.1 0.0031
H 2.937 2.933 -2.679 0.0 0.0 0.0 0.0080
H -2.331 -2.812 -1.372 0.0 0.0 0.0 0.0009
H 2.698 1.282 -3.259 0.0 0.0 0.0 0.0219
H 0.529 -1.044 -2.986 0.0 0.0 0.0 -0.0039
H -0.802 1.986 -0.588 0.0 0.0 0.0 0.0345
H 3.371 1.576 0.597 0.1 -0.1 0.0 0.0022
H 1.604 3.492 1.018 0.0 0.0 0.0 0.0152
H 4.744 -0.110 1.535 0.0 0.0 0.0 0.0001
H -0.872 -1.553 -5.038 -0.1 -0.1 0.0 0.0002
H -1.478 -0.133 -4.151 0.0 0.0 0.0 0.0008
H -4.284 -1.825 -2.555 0.0 -0.1 -0.1 0.0003
H -0.982 -0.210 -1.438 0.0 0.2 0.1 -0.0287
H 4.164 2.365 -0.690 0.1 0.0 0.0 0.0026
H -3.411 -0.285 -2.731 0.0 0.0 -0.1 -0.0004
H 3.119 0.956 3.436 0.0 0.0 0.0 -0.0030
H -5.692 2.184 -1.280 0.0 0.0 0.0 0.0000
H -0.347 -3.942 1.880 0.0 0.0 0.0 0.0015
H -0.271 0.831 3.419 0.0 -0.1 0.0 0.0055
H -0.254 -3.592 0.153 0.0 0.0 0.0 -0.0012
H 0.194 -2.634 4.260 0.0 0.0 0.0 0.0015
H 4.862 -1.786 1.019 0.0 0.0 0.0 0.0011
H -0.224 -2.635 -2.900 0.0 0.0 0.0 0.0028
H 2.394 -0.156 4.589 0.0 0.0 0.0 -0.0009
H 0.359 -0.924 4.595 0.0 0.0 0.0 -0.0010
H -2.488 -2.866 -3.798 0.0 -0.1 -0.1 -0.0002
H -2.833 -1.340 -0.562 0.0 0.0 0.1 -0.0030
H 2.521 -1.897 -1.513 0.0 0.0 0.0 -0.0021
H -0.928 -1.499 3.515 0.0 0.0 0.0 -0.0001
H -1.266 -2.593 1.214 0.0 0.0 0.0 0.0001
H -4.724 0.896 0.643 0.0 0.0 -0.1 0.0002
H 4.385 -0.552 -0.140 0.0 0.0 0.0 0.0020
H 3.194 -3.250 -0.611 0.0 0.0 0.0 -0.0019
H 3.946 -0.538 3.866 0.0 0.0 0.0 0.0026
H 1.494 -3.268 -1.072 0.0 0.0 0.0 0.0024
H -3.240 -1.729 -4.710 -0.1 0.1 -0.1 0.0001
H 0.712 4.893 3.192 0.0 -0.1 0.0 0.0007
H 1.298 2.289 -2.872 0.1 0.0 0.0 0.0147
H -1.740 3.271 -2.497 0.0 0.0 0.0 0.0009
```
Positions in Å, forces in eV/Å.

Summary:
spin multiplicity = 3
charge = +1
<S²> = 2.0182
HOMO energy (alpha / beta) = -7.087 / -9.958 eV
energy = -4936.9805 hartree
HOMO-LUMO gap (alpha / beta) = 4.25 / 7.12 eV
ΔE to the lowest compared entry with this formula, charge and spin = 170.6 kJ/mol

No. 2
Computed, not measured: a 12-piece molecular cluster, C26H39N14O3P overall in a non-equilibrium geometry, with the ωB97M-V functional and the def2-TZVPD basis.

The geometry in XYZ format:
```
83
Properties=species:S:1:pos:R:3:forces:R:3:mulliken_charge:R:1
P 0.610 1.603 -2.044 2.7 3.0 1.0 0.8626
O 1.426 0.825 -3.294 -1.8 0.3 2.0 -0.5231
O -0.500 -0.870 -1.960 0.0 0.5 1.1 -0.5688
O -0.269 2.860 -2.732 0.5 -2.2 0.2 -0.5043
N -0.754 -6.255 -3.145 -1.6 -1.0 1.8 -0.4530
N -0.096 5.192 -0.442 1.3 1.6 -1.6 -0.4926
N 0.506 8.429 -4.667 -2.4 -0.9 0.1 -0.4598
N 0.626 -0.059 1.311 -2.2 -0.1 -4.1 -0.4486
N -0.469 -3.407 -0.788 2.0 -1.4 -0.8 -0.6568
N 3.204 4.512 0.365 -0.9 -0.1 2.3 -0.4682
N -4.534 -1.477 0.857 1.7 0.4 1.8 -0.5306
N 1.594 2.193 -0.938 -1.9 -0.4 -1.5 -0.6681
N 5.305 -4.410 0.521 0.4 0.2 -2.6 -0.5320
N -4.694 8.415 -5.541 -1.4 -1.6 1.7 -0.4860
N -1.973 -1.561 5.520 -0.4 -2.4 1.3 -0.4795
N -2.253 3.077 0.537 1.1 -2.5 -2.0 -0.5360
N 2.338 -7.798 -1.076 1.8 0.3 1.9 -0.4817
N 0.608 -2.189 8.326 1.2 1.7 -1.4 -0.4146
C -2.711 -1.037 2.740 -0.6 -0.1 -0.7 -0.6152
C 2.192 4.147 2.795 0.3 0.1 -0.7 -0.7880
C -2.257 -7.289 -1.210 0.4 0.3 -0.5 -0.8067
C 5.466 -4.356 -0.636 -0.2 0.0 1.5 0.4584
C 0.412 -4.061 -1.191 -1.1 0.8 0.5 0.3880
C 5.672 -4.287 -2.111 -0.1 0.0 0.8 -0.7404
C -1.982 2.170 -0.162 -1.9 0.1 0.7 0.2951
C -1.970 7.458 -4.565 0.9 0.4 0.0 -0.6986
C -5.211 7.703 -4.771 0.5 1.0 -1.1 0.4486
C 1.853 -0.353 6.860 -0.4 -0.5 0.4 -0.7458
C 0.115 0.024 0.240 1.3 1.0 2.1 -0.3037
C 1.156 -1.383 7.682 -0.7 -1.0 0.8 0.3460
C -0.582 8.002 -4.624 1.4 0.5 -0.1 0.2544
C -2.225 -2.622 5.941 0.4 1.4 -0.4 0.4369
C 4.151 -7.364 0.822 -0.6 -0.1 -0.5 -0.5672
C -3.739 -1.291 1.695 -1.0 -0.2 -1.3 0.4169
C -5.870 6.794 -3.789 0.4 0.5 -0.5 -0.7510
C 2.763 4.353 1.434 0.5 0.2 -1.4 0.4504
C -1.414 -6.710 -2.295 0.8 0.6 -1.1 0.4151
C -2.007 0.851 -1.040 0.9 1.4 0.8 -0.3524
C -0.500 0.337 -1.180 -0.7 -1.6 0.2 1.1267
C 1.280 6.929 -1.916 -0.3 -0.5 0.6 -1.0851
C -2.540 -3.974 6.483 0.2 0.7 -0.3 -0.7702
C 0.509 5.956 -1.091 -0.7 -0.9 0.8 0.6430
C 3.134 -7.607 -0.242 -1.0 -0.4 -1.0 0.4189
C 1.532 -4.899 -1.702 -0.5 0.6 0.4 -0.2886
H 2.004 -0.728 5.847 -0.1 0.0 0.1 0.2488
H 1.463 3.220 -0.903 0.6 -0.8 0.2 0.0925
H 1.252 0.556 6.818 0.0 -0.1 0.0 0.2499
H -2.692 -4.676 5.662 0.0 0.1 0.0 0.2676
H -1.812 -1.614 2.520 -0.1 0.0 0.0 0.2385
H -5.188 5.989 -3.513 0.0 0.1 0.0 0.2516
H 1.420 6.534 -2.922 0.0 0.0 0.1 0.2797
H -1.715 -4.324 7.104 0.0 0.1 0.0 0.2732
H 2.257 7.108 -1.465 -0.1 -0.1 0.0 0.3693
H -3.051 -6.590 -0.946 0.1 0.0 -0.1 0.2775
H 5.046 -7.954 0.620 -0.1 0.0 0.0 0.2725
H 4.794 -3.850 -2.588 0.1 0.0 0.1 0.2336
H -0.270 3.613 -2.099 0.1 -0.5 -0.1 0.1927
H 4.417 -6.305 0.843 -0.1 -0.3 0.0 0.0842
H 6.543 -3.671 -2.335 -0.1 0.0 0.1 0.3258
H 2.192 3.084 3.039 0.0 0.1 -0.1 0.2338
H 0.738 7.873 -1.978 0.0 -0.1 0.0 0.3474
H -2.170 7.062 -3.568 0.1 0.0 0.0 0.3005
H -2.702 -8.225 -1.548 0.1 0.1 0.0 0.3222
H 2.822 -0.120 7.302 -0.1 -0.1 0.0 0.3191
H -0.620 -1.637 -1.343 0.0 0.3 -0.6 0.4240
H 3.747 -7.651 1.793 0.0 0.0 -0.1 0.2915
H -2.085 6.658 -5.297 0.1 0.1 0.0 0.3214
H 5.832 -5.290 -2.510 0.0 0.1 0.1 0.2746
H -6.770 6.364 -4.229 0.1 0.1 0.0 0.2908
H 1.189 -5.918 -1.862 0.0 0.2 0.0 0.1456
H -2.689 8.247 -4.786 0.3 -0.1 0.0 0.2797
H -2.455 0.023 2.760 0.0 -0.1 0.0 0.2691
H 2.349 -4.907 -0.979 -0.1 0.1 0.0 0.0081
H 1.167 4.520 2.825 0.1 0.0 -0.1 0.2620
H -2.445 1.103 -2.052 0.7 -0.3 1.1 0.3931
H -1.644 -7.483 -0.329 0.0 0.0 -0.1 0.2614
H 1.796 0.015 -2.865 -0.3 0.6 -0.6 0.3746
H -3.447 -3.929 7.086 0.1 0.1 -0.1 0.2717
H -6.143 7.352 -2.893 0.0 0.0 -0.1 0.2706
H 2.789 4.684 3.532 0.0 0.0 -0.1 0.3230
H -2.639 0.045 -0.566 0.7 1.0 -0.3 0.0980
H -3.089 -1.331 3.715 0.0 0.1 -0.2 0.2585
H 1.896 -4.494 -2.647 -0.2 0.0 0.0 0.2577
```
Positions in Å, forces in eV/Å.

Summary:
HOMO energy = -8.550 eV
energy = -2347.6355 hartree
HOMO-LUMO gap = 8.70 eV
SMILES = N#CC[C@](O)(C#N)P(=N)(O)O.CC#N.CC#N.CC#N.CC#N.CC#N.CC#N.CC#N.CC#N.CC#N.CC#N.CC#N